(1)
Density functional theory data (ωB97M-V/def2-TZVPD) for the molecule C4H4N2O.

The geometry in XYZ format:
```
11
Properties=species:S:1:pos:R:3:forces:R:3
O 1.654 1.290 2.197 -0.18 -0.36 -0.05
C 0.857 0.387 2.078 0.22 0.54 -0.34
C -0.101 0.205 1.012 0.17 -0.03 -0.44
C -0.571 -0.826 0.267 -0.05 -0.03 0.10
N -0.850 -1.124 -0.962 -0.05 -0.07 0.21
C -0.485 -0.132 -1.859 0.13 0.20 0.17
N 0.126 0.928 -1.503 -0.13 -0.37 0.13
H 0.757 -0.403 2.872 -0.26 0.18 -0.40
H -0.876 -1.532 1.066 0.00 -0.20 -0.07
H -0.784 -0.353 -2.889 0.09 0.12 0.20
H 0.273 1.558 -2.295 0.06 0.01 0.48
```
Positions in Å, forces in eV/Å.

Computed properties:
Calculated total energy (eV): -9235.8447
Charge: 0
E_HOMO (spin up / spin down) (eV): -9.37 / -9.37

=====

(2)
Density functional theory data (ωB97M-V/def2-TZVPD) for a cluster of 13 separate species, C28H87N21O13 in total in a non-equilibrium geometry.

The geometry in XYZ format:
```
149
Properties=species:S:1:pos:R:3:forces:R:3
C -1.055 0.393 15.446 1.89 0.97 -0.47
O -0.127 0.826 14.778 0.19 -0.31 -0.18
N -0.956 -0.088 16.663 3.25 -1.26 4.12
N -2.291 0.303 15.062 -3.91 -0.03 -2.36
H -0.042 -0.017 17.087 0.13 0.28 -0.31
H -1.598 -0.390 17.382 -1.16 0.38 -0.60
H -3.028 0.243 15.749 -0.24 -0.09 -0.47
H -2.480 0.240 14.071 -0.25 0.54 0.34
C -5.512 -0.904 15.351 0.84 1.60 -1.05
O -5.333 0.219 15.776 0.53 1.66 0.17
N -5.278 -1.358 14.169 2.20 1.03 -5.13
N -6.011 -1.860 15.991 -3.81 -4.94 6.78
H -5.404 -2.338 13.956 0.44 0.53 -0.50
H -4.802 -0.676 13.597 -0.04 -0.76 -0.73
H -6.224 -2.797 15.678 0.29 0.47 -0.46
H -6.492 -1.655 16.855 0.63 -0.37 0.12
C -3.874 -0.429 19.294 -2.07 2.17 -5.48
O -2.820 -0.654 18.751 3.77 -0.36 -1.26
N -4.258 -1.009 20.323 -1.96 -2.24 5.79
N -4.867 0.223 18.624 0.56 0.77 -0.28
H -3.657 -1.700 20.749 -0.17 -0.16 0.73
H -5.190 -0.740 20.605 -0.05 -0.57 0.86
H -5.780 0.383 19.025 0.17 0.10 -0.14
H -4.636 0.552 17.698 -0.48 0.14 0.12
C -8.963 0.619 17.133 -1.83 0.76 0.29
O -9.311 1.092 16.105 -1.55 2.25 -2.74
N -7.954 -0.146 17.223 4.60 -3.62 0.48
N -9.533 0.754 18.331 -2.55 1.03 2.88
H -7.332 -0.251 16.435 -0.51 0.37 0.40
H -7.878 -0.711 18.057 0.70 -0.04 -0.44
H -10.399 1.263 18.443 0.19 -0.10 -0.41
H -9.372 0.070 19.057 0.11 0.22 -0.24
C -6.282 -3.582 18.378 2.99 -0.24 1.34
O -6.867 -2.571 18.625 -2.50 2.59 0.08
N -5.020 -3.733 18.652 3.86 0.90 1.10
N -6.716 -4.670 17.880 -5.15 -3.64 -2.75
H -4.627 -4.661 18.711 0.36 0.63 0.14
H -4.577 -2.889 18.988 0.59 -0.43 0.32
H -7.696 -4.594 17.649 -0.05 -0.77 -0.17
H -6.222 -5.515 17.632 0.02 0.55 0.10
C -2.652 -3.460 14.797 1.06 -2.45 -3.03
O -3.219 -4.377 14.189 -0.67 0.65 -0.31
N -1.759 -2.634 14.254 0.19 1.03 -0.77
N -2.609 -3.477 16.093 -1.22 -0.35 4.46
H -1.637 -2.669 13.253 -0.04 0.46 0.31
H -1.579 -1.832 14.841 0.55 0.23 -0.83
H -3.264 -4.156 16.453 0.10 0.39 0.41
H -2.322 -2.722 16.699 -0.06 0.01 -0.21
C -8.039 -0.281 21.190 -2.37 -2.27 1.61
O -7.014 0.286 21.022 3.87 1.90 -1.45
N -8.343 -1.459 20.673 0.11 -1.74 -1.98
N -8.896 0.101 22.112 -1.84 2.37 2.25
H -7.629 -1.828 20.061 -0.27 -0.50 -0.27
H -9.216 -1.956 20.779 0.30 0.29 0.13
H -9.816 -0.264 22.313 0.39 -0.12 -0.30
H -8.646 0.971 22.560 -0.34 -0.07 0.10
C -1.999 -3.754 20.585 0.19 -0.32 -0.52
O -2.806 -3.269 21.353 -0.90 1.06 0.90
N -1.566 -4.985 20.704 0.37 -3.14 1.10
N -1.487 -3.166 19.524 0.28 2.33 -1.46
H -1.117 -5.436 19.919 -0.12 -0.17 0.47
H -2.049 -5.514 21.416 0.33 -0.37 -0.24
H -0.746 -3.546 18.952 -0.18 0.14 0.32
H -1.719 -2.184 19.480 0.11 0.41 -0.77
C -2.210 -1.215 24.106 1.20 -0.41 -0.84
C -0.768 -1.889 24.181 -1.17 -0.53 2.03
C -0.666 -3.448 24.338 -0.35 -0.05 -0.17
O -1.053 -3.910 25.674 0.14 0.50 -0.94
C 0.005 -3.853 26.620 0.21 -0.21 0.36
N 0.100 -1.310 23.190 0.43 -0.26 -0.09
H -2.741 -1.087 25.049 -0.17 -0.59 -0.18
H -2.757 -1.614 23.252 -0.58 -0.76 0.49
H -2.076 -0.214 23.696 0.42 0.44 0.47
H -0.408 -1.704 25.193 0.38 1.16 -0.06
H 0.325 -3.871 24.179 0.40 0.69 -0.23
H -1.274 -3.914 23.562 -0.56 -0.37 0.40
H -0.389 -4.035 27.620 -0.45 0.49 -0.08
H 0.581 -2.928 26.595 -0.30 0.32 0.03
H 0.763 -4.635 26.564 -0.02 -0.44 -0.87
H -0.245 -1.546 22.271 -0.04 -0.20 -0.32
H -0.055 -0.314 23.257 0.34 0.25 -0.07
C -4.892 -3.781 26.209 -1.16 0.00 -0.23
C -4.774 -5.040 25.314 -0.11 -0.86 0.94
C -4.784 -4.756 23.819 -0.41 0.13 1.21
O -6.145 -4.406 23.505 1.87 -0.13 -0.83
C -6.227 -3.814 22.198 -1.52 0.15 1.72
N -3.633 -5.882 25.666 -0.19 0.02 -0.74
H -5.507 -3.030 25.714 0.69 0.55 -0.57
H -3.951 -3.429 26.634 0.07 0.20 -0.51
H -5.579 -3.907 27.046 0.26 -0.83 0.43
H -5.606 -5.699 25.562 -0.51 0.25 -0.37
H -4.415 -5.586 23.216 -0.42 -0.56 0.07
H -4.006 -4.007 23.667 -0.42 0.94 -0.42
H -5.556 -4.263 21.465 0.00 0.22 0.02
H -6.158 -2.739 22.364 0.82 0.26 -0.62
H -7.289 -3.932 21.983 0.06 -0.30 -0.77
H -2.791 -5.391 25.401 0.46 -0.01 0.65
H -3.691 -6.057 26.659 0.57 0.05 0.05
C -4.425 1.773 24.916 -0.01 -1.05 -0.66
C -5.343 1.068 23.859 0.70 0.88 2.70
C -6.229 0.009 24.562 0.17 0.62 -0.01
O -7.308 0.637 25.329 1.78 0.78 -1.68
C -8.286 -0.226 25.738 -0.31 -1.40 1.18
N -6.154 2.087 23.258 -0.38 -0.02 -0.83
H -5.065 2.340 25.591 0.25 0.29 -0.11
H -3.646 2.349 24.417 -0.38 0.53 0.00
H -3.860 1.054 25.509 -0.18 -0.26 0.15
H -4.734 0.616 23.076 -0.01 -0.34 0.13
H -5.631 -0.582 25.255 -0.05 -0.32 -0.07
H -6.561 -0.577 23.704 -0.85 -0.55 0.37
H -8.789 -0.753 24.927 -0.27 0.19 -0.24
H -8.976 0.259 26.428 -0.21 0.46 -0.51
H -7.870 -1.002 26.380 0.30 -0.48 0.03
H -6.930 2.258 23.882 -0.10 0.33 0.28
H -6.555 1.600 22.469 -0.29 0.45 -0.64
C -4.527 3.531 16.450 0.84 -0.26 0.01
C -3.133 4.228 16.330 -1.57 -0.42 1.14
C -3.206 5.279 15.184 0.47 -0.53 -0.06
O -3.353 4.754 13.843 -1.01 -0.26 0.61
C -2.362 3.785 13.551 0.48 0.80 0.94
N -2.920 4.869 17.649 1.03 1.68 -0.81
H -4.902 3.052 15.545 0.14 0.22 -0.12
H -5.246 4.264 16.813 -0.01 0.19 -0.23
H -4.505 2.761 17.221 0.21 -0.09 0.07
H -2.281 3.559 16.206 -0.32 -0.47 -0.57
H -2.295 5.876 15.146 0.23 0.21 0.38
H -4.050 5.926 15.424 -0.03 0.01 -0.38
H -2.263 3.582 12.484 -0.38 0.17 0.08
H -2.490 2.872 14.133 -0.17 -0.20 -0.25
H -1.449 4.251 13.921 0.73 -0.38 -0.29
H -3.162 4.463 18.541 -0.75 -0.92 -0.64
H -1.928 5.031 17.755 0.19 0.38 -0.10
C -1.677 5.406 21.238 -0.38 -0.62 -0.41
C -1.339 3.927 21.565 -1.00 1.67 0.13
C -1.790 2.882 20.482 0.57 1.81 0.03
O -3.129 3.080 19.924 2.16 -0.39 0.68
C -4.172 2.652 20.749 -0.54 -0.37 0.51
N 0.084 3.860 21.855 0.58 -1.27 -0.37
H -1.257 6.099 21.967 -0.04 -0.22 0.26
H -2.764 5.488 21.254 -0.02 0.28 -0.05
H -1.333 5.766 20.268 0.11 -0.32 -0.16
H -1.968 3.737 22.435 0.00 -0.32 0.47
H -1.557 1.928 20.955 -0.84 -0.62 -0.26
H -1.069 3.008 19.674 -0.29 -0.10 -0.38
H -3.956 1.657 21.137 0.07 -0.16 0.27
H -5.087 2.543 20.166 0.12 0.24 -0.20
H -4.389 3.320 21.582 0.14 0.09 0.08
H 0.351 2.948 22.198 -0.02 -0.47 -0.25
H 0.455 4.453 22.583 -0.67 0.66 -0.09
```
Positions in Å, forces in eV/Å.

Computed properties:
Calculated total energy (eV): -88357.6424
Charge: 0
E_HOMO (eV): -8.06